Record 1
A structure of composition C9H12N5O4Sc in a non-equilibrium geometry, computed with ωB97M-V with the def2-TZVPD basis set.

Its charge is +2. Its energy relative to the best compared isomer or geometry (same formula, charge and spin) is 0.00 kJ/mol. The electronic energy is -45853.538 eV. Its LUMO energy is -7.74 eV.

Geometry as XYZ:
```
31
C9H12N5O4Sc | the Open Molecules 2025 dataset | ωB97M-V with the def2-TZVPD basis set
Sc -0.867 1.015 -0.598
O 0.690 2.106 -0.534
O 0.096 -0.509 -0.772
O -1.026 1.082 1.457
O -2.472 -0.188 2.512
N -2.867 -0.057 -2.175
N -2.705 0.382 0.326
N -4.516 -1.064 0.844
N -3.840 -0.611 -1.320
N -2.105 0.388 1.539
C 3.217 -2.208 -0.043
C 2.205 0.384 0.061
C 1.397 -0.693 -0.397
C 1.919 -1.966 -0.460
C 4.021 -1.180 0.453
C 2.633 2.852 0.579
C -3.712 -0.464 0.004
C 1.800 1.758 0.018
C 3.518 0.092 0.500
H 3.610 -3.216 -0.099
H 1.286 -2.765 -0.826
H 4.145 0.893 0.867
H 5.030 -1.382 0.786
H -5.244 -1.689 0.531
H -4.385 -0.943 1.837
H -2.445 -0.810 -2.709
H -3.332 0.566 -2.828
H -4.601 -1.141 -1.717
H 3.601 2.887 0.078
H 2.130 3.803 0.446
H 2.818 2.676 1.640
```

Record 2
A cluster of 2 separate species, C9H12N6O5 in total in a non-equilibrium geometry, computed with ωB97M-V with the def2-TZVPD basis set.

Its energy relative to the best compared isomer or geometry (same formula, charge and spin) is 1031.26 kJ/mol. Its SMILES is O=[N+]([O-])c1cc([N+](=O)[O-])c2nonc2c1.CNN(C)C. The electronic energy is -28693.817 eV. Its LUMO energy is -2.48 eV.

Geometry as XYZ:
```
32
C9H12N6O5 | the Open Molecules 2025 dataset | ωB97M-V with the def2-TZVPD basis set
O 2.256 -0.810 -2.581
O 1.184 -2.692 -2.259
O 2.622 2.010 2.862
O 3.655 1.988 0.921
O -0.268 -3.473 1.682
N 1.691 -1.643 -1.831
N -0.198 -2.331 2.534
N 2.482 -0.207 4.559
N 1.188 -0.642 4.578
N 0.353 -3.289 0.463
N 2.785 1.542 1.689
C 2.226 -0.088 -0.030
C 1.960 0.438 1.254
C 3.529 -0.754 5.371
C 1.000 -0.154 2.121
C 1.646 -1.292 -0.430
C 0.986 -1.934 5.217
C 0.517 -1.437 1.792
C 0.839 -2.025 0.536
C 0.206 0.359 5.075
H 2.627 0.634 3.987
H 3.477 -0.404 6.416
H 3.486 -1.847 5.360
H 1.110 -1.840 6.307
H 0.537 1.368 4.821
H -0.751 0.156 4.582
H 2.845 0.466 -0.728
H -0.031 -2.277 4.959
H 0.453 0.435 2.841
H 4.473 -0.427 4.919
H 0.072 0.258 6.165
H 1.719 -2.630 4.806
```

Record 3
A cluster of 2 separate species, C9H12NO2 in total in a non-equilibrium geometry, computed with ωB97M-V with the def2-TZVPD basis set.

The electronic energy is -15109.853 eV. Its LUMO energy (alpha / beta) is 0.84 / -3.32 eV. The multiplicity is 2. The expectation value of S² is 0.759.

Geometry as XYZ:
```
24
C9H12NO2 | the Open Molecules 2025 dataset | ωB97M-V with the def2-TZVPD basis set
O -1.445 1.309 -2.346
O 2.383 -0.755 -0.866
N 0.358 0.336 -1.214
C 0.728 1.135 -3.426
C -1.681 0.509 1.811
C -1.653 0.202 3.126
C -0.786 -0.388 1.000
C 1.983 0.453 -2.948
C 1.626 -0.075 -1.551
C -0.721 -0.956 3.439
C -0.278 0.951 -2.275
C -0.234 -1.402 2.032
H 2.806 1.169 -2.862
H -1.287 -0.906 0.176
H -0.700 -2.364 1.826
H -2.215 1.312 1.305
H 0.846 -1.495 1.938
H -2.215 0.676 3.927
H 0.123 -0.611 4.043
H 0.906 2.203 -3.587
H -1.194 -1.786 3.988
H 0.353 0.690 -4.352
H 0.020 0.160 0.427
H 2.276 -0.366 -3.610
```